Record 1
119
Properties=species:S:1:pos:R:3:mulliken_charge:R:1 method="wB97M-V/def2-TZVPD" relative_energy_ev=0.3566 gap_ev=5.9 e_lumo_ev=2.12 charge=-1
Zr 0.34 1.21 -0.29 -0.35
P -3.16 1.62 -0.47 -0.85
O 0.22 0.32 -2.25 0.10
O 1.16 -0.21 3.82 -0.28
O 2.40 0.55 1.01 -0.13
O 1.36 -1.00 -0.12 -1.00
O 2.29 1.95 -1.43 0.13
O -0.84 -0.36 -4.12 -0.75
O -0.15 0.52 2.20 0.73
N -0.81 -2.00 1.44 -0.29
N 0.07 -1.74 2.51 -0.01
N 1.31 3.91 -0.43 -0.50
N 1.39 -0.63 -3.95 -0.33
N 2.35 -3.46 -0.16 1.05
N -1.63 1.36 -0.32 -0.68
N 2.51 -0.81 -3.10 -0.47
C -0.13 4.02 2.78 -1.59
C 2.53 -7.01 -1.26 1.27
C 2.37 -8.41 -0.70 -1.50
C 1.63 5.48 1.77 -2.16
C 2.94 -5.55 -3.13 -0.93
C 1.08 3.48 -2.88 -1.52
C 2.80 -4.45 -2.31 -0.78
C -4.88 3.35 -2.07 -2.07
C -3.28 1.73 2.31 -1.91
C 3.33 -1.63 1.10 -0.27
C -4.10 -0.81 0.54 -2.02
C 1.17 4.04 1.97 3.12
C -4.02 -0.03 -0.78 2.75
C -3.47 2.77 -1.94 3.04
C 3.34 -2.98 0.68 1.05
C -5.43 0.05 -1.40 -2.04
C 0.16 -0.21 -3.42 -0.01
C 0.33 -0.43 2.79 -0.31
C 1.15 2.91 -1.49 1.19
C 2.32 -0.63 0.64 1.43
C -3.90 2.41 1.08 2.81
C -5.43 2.37 1.19 -2.01
C 1.71 -1.30 4.55 -0.77
C 4.38 -3.81 1.13 -0.74
C 2.52 -4.62 -0.96 -0.27
C 4.32 -1.18 1.97 -0.44
C 0.97 3.30 0.65 0.67
C -3.13 1.98 -3.21 -2.36
C -3.11 -0.87 -1.70 -1.63
C 5.34 -3.33 2.00 -0.80
C -2.45 3.92 -1.88 -2.49
C 1.98 -6.09 1.02 -1.39
C 3.57 2.43 -1.08 -0.79
C 2.81 -6.83 -2.60 -0.84
C 2.24 3.27 2.76 -1.58
C 5.32 -2.01 2.44 -1.06
C 2.36 -5.90 -0.42 0.70
C -3.45 3.88 1.13 -1.93
H -4.93 3.91 -3.01 0.53
H -0.53 3.00 2.83 0.01
H -3.45 2.37 3.19 0.51
H 2.80 -6.53 1.60 0.35
H -1.46 3.54 -1.64 0.41
H 1.30 -1.35 -4.64 0.30
H 2.42 -1.87 3.95 0.26
H 0.24 4.17 -2.96 0.37
H 6.08 -1.64 3.11 0.43
H -2.95 -0.45 -2.68 0.35
H 1.99 4.06 -3.11 0.39
H 4.25 1.58 -1.10 0.21
H -0.29 -2.03 0.57 -0.05
H 1.35 -8.58 -0.35 0.32
H 2.57 5.52 1.22 0.33
H 3.04 -8.58 0.14 0.30
H -5.72 2.92 2.09 0.53
H 2.15 -0.95 -2.16 -0.13
H -4.86 -0.43 1.22 0.26
H -3.13 -0.84 1.03 0.17
H 1.13 -6.77 1.11 0.53
H -5.82 1.36 1.28 0.27
H -5.92 2.85 0.34 0.29
H 0.96 2.69 -3.61 0.20
H 4.27 -0.13 2.26 0.48
H 6.13 -4.00 2.33 0.40
H -3.88 1.23 -3.46 0.28
H 1.81 -2.71 -0.58 -0.22
H -3.99 4.50 0.43 0.25
H -2.38 3.97 0.94 0.02
H 0.05 4.37 3.80 0.50
H -6.11 0.65 -0.81 0.26
H -2.71 4.69 -1.16 0.12
H -2.16 1.49 -3.16 0.41
H 2.41 3.75 3.73 0.56
H -2.21 1.59 2.19 0.20
H -0.88 4.67 2.32 0.40
H 1.94 2.24 2.92 -0.03
H 3.58 2.87 -0.09 0.01
H 3.15 -5.42 -4.19 0.41
H 4.43 -4.83 0.78 0.50
H 3.91 3.18 -1.81 0.34
H 0.93 -1.95 4.94 0.29
H -5.66 2.59 -2.10 0.26
H -3.73 0.76 2.52 0.26
H 3.19 3.26 2.21 0.28
H 0.82 -2.40 2.66 0.19
H -5.84 -0.97 -1.44 0.55
H -5.41 0.43 -2.41 0.33
H 2.25 -0.85 5.38 0.27
H -4.39 -1.84 0.29 0.68
H -2.41 4.39 -2.87 0.76
H -3.10 2.69 -4.05 0.65
H -3.64 4.26 2.14 0.75
H 2.94 -7.69 -3.24 0.33
H -5.12 4.05 -1.27 0.33
H 2.59 -9.15 -1.47 0.38
H -1.29 -2.87 1.62 0.30
H -2.13 -0.99 -1.24 -0.25
H 0.89 6.04 1.18 0.34
H -3.58 -1.86 -1.81 0.61
H 2.97 0.10 -3.04 0.48
H 2.91 -3.44 -2.70 0.64
H 1.76 5.98 2.74 0.45
H 1.72 -5.14 1.48 -0.09

Record 2
84
Properties=species:S:1:pos:R:3:lowdin_spin:R:1 method="wB97M-V/def2-TZVPD" gap_ev="5.6 / 7.2" e_lumo_ev="-4.62 / -3.35" charge=+1 multiplicity=5
Mn 0.30 -0.08 0.07 4.19
P -0.84 1.90 0.55 0.00
F -1.31 -1.05 -1.45 0.04
N 0.88 -1.81 -0.23 0.00
C 1.90 -2.13 -2.88 0.00
C -3.50 1.04 0.06 0.00
C 3.31 -2.27 3.28 0.00
C -0.63 3.71 0.42 -0.01
C -1.70 4.62 0.47 0.00
C -0.89 2.18 -2.45 0.01
C -2.19 1.73 -1.86 0.00
C -1.55 0.97 4.98 0.00
C 0.94 5.54 0.18 0.00
C -4.57 0.74 -0.76 0.00
C 2.56 -1.65 2.10 0.00
C 4.41 -2.52 0.59 0.00
C -4.47 0.98 -2.12 0.00
C 2.75 -2.37 -1.65 0.01
C -2.14 -3.30 -1.69 0.00
C 0.26 -4.18 -0.51 0.00
C 4.87 -2.93 -0.65 0.01
C -1.41 5.97 0.36 0.00
C 3.11 -2.10 0.77 0.01
C -1.51 2.62 3.24 0.00
C 2.64 -1.23 -3.87 0.00
C -1.18 -2.42 -1.25 0.00
C -1.89 -4.66 -1.52 0.00
C -0.12 6.44 0.22 0.00
C -3.13 4.20 0.63 0.00
C 0.67 4.18 0.28 0.00
C -0.96 -0.76 1.68 -0.26
C -3.29 1.47 -2.66 0.00
C -1.28 -0.03 4.07 -0.03
C -1.67 2.28 4.57 -0.03
C 0.02 -2.80 -0.64 0.01
C -2.32 1.55 -0.47 0.01
C -0.70 -5.08 -0.95 0.00
C 4.05 -2.84 -1.76 0.00
C -1.17 0.27 2.71 -0.01
C 2.59 -0.12 2.18 0.03
C 2.25 -2.08 -0.36 0.01
C 1.51 -3.45 -3.56 0.00
C -1.29 1.62 2.30 -0.01
H 1.49 3.47 0.24 0.00
H -0.90 2.09 -3.53 0.00
H 2.89 -0.27 -3.40 0.00
H 3.57 -1.68 -4.22 0.00
H -0.50 -6.14 -0.85 0.00
H 1.01 -4.11 -2.86 0.00
H 1.95 5.89 0.08 0.00
H -1.88 3.06 5.30 0.00
H 3.62 0.24 2.23 0.00
H 2.11 0.34 1.28 0.02
H 5.09 -2.54 1.43 0.00
H -3.21 3.33 1.28 0.00
H -3.58 0.89 1.13 0.00
H -5.31 0.78 -2.76 0.00
H -1.89 -0.87 1.08 -0.01
H -3.71 5.01 1.05 0.00
H -3.56 3.95 -0.34 0.00
H -2.62 -5.38 -1.86 0.00
H 2.06 0.22 3.07 0.00
H -0.06 1.58 -2.06 0.01
H 1.19 -4.51 -0.08 0.00
H 1.51 -1.96 2.15 0.00
H -5.47 0.33 -0.34 0.00
H 0.99 -1.59 -2.60 0.00
H -1.53 3.65 2.94 0.00
H 5.88 -3.30 -0.77 0.00
H 2.75 -2.11 4.20 0.00
H 0.84 -3.26 -4.39 0.00
H -0.69 3.22 -2.19 0.00
H -1.15 -1.05 4.39 0.00
H -3.22 1.63 -3.73 0.00
H 2.01 -1.04 -4.73 0.00
H -3.04 -2.94 -2.16 0.00
H 0.07 7.50 0.15 0.00
H -1.66 0.72 6.03 0.00
H 2.40 -3.95 -3.93 0.00
H -0.73 -1.73 2.13 0.00
H -2.23 6.68 0.39 0.00
H 3.43 -3.34 3.13 0.00
H 4.43 -3.11 -2.73 0.00
H 4.29 -1.82 3.42 0.00

Record 3
9
Properties=species:S:1:pos:R:3:mulliken_charge:R:1 method="wB97M-V/def2-TZVPD" relative_energy_ev=2.6931 gap_ev="7.9 / 7.5" e_lumo_ev="-2.12 / -2.87"
Cl 3.97 -1.49 -0.95 -0.19
Cl 4.15 1.63 -0.08 -0.16
P 3.18 -0.12 0.38 0.76
O 3.32 -0.41 1.77 -0.41
N -0.08 2.74 -0.63 -0.30
C -0.04 1.71 -0.16 0.55
C 0.00 0.38 0.26 -0.82
H -0.55 0.37 1.23 0.25
H -0.23 -0.44 -0.49 0.32

Record 4
23
Properties=species:S:1:pos:R:3:mulliken_charge:R:1 method="wB97M-V/def2-TZVPD" relative_energy_ev=4.2202 gap_ev=4.3 e_lumo_ev=4.32 charge=-2
As -2.03 4.42 -0.12 0.13
S -1.83 0.89 -0.15 -0.14
S -2.76 3.80 1.82 -0.75
S 0.12 4.57 -0.01 -0.76
S -0.01 -1.37 -3.62 1.15
S -2.40 2.39 -1.44 -0.36
Al -0.59 -0.29 -1.45 0.34
O -0.64 -0.01 -3.27 -0.26
O 0.14 -1.85 -2.15 -0.40
O -0.93 -2.23 -4.32 -0.64
O 1.28 -1.21 -4.22 -0.66
N -0.67 -0.59 2.22 -0.39
N 1.09 -0.90 -0.04 -0.33
C 1.63 -0.56 1.29 -0.66
C 0.72 -0.88 2.47 -0.68
H 1.15 -0.37 3.35 0.33
H 2.55 -1.12 1.46 0.32
H 0.70 -1.84 0.03 0.30
H -0.81 0.36 1.90 0.15
H 1.90 0.50 1.28 0.41
H 1.83 -0.99 -0.73 0.32
H 0.81 -1.96 2.67 0.40
H -1.25 -0.77 3.02 0.16

Record 5
18
Properties=species:S:1:pos:R:3:mulliken_charge:R:1 method="wB97M-V/def2-TZVPD" relative_energy_ev=3.7812 gap_ev="8.0 / 8.0" e_lumo_ev="0.27 / 0.27"
O -0.67 -0.77 2.12 -0.46
N -2.13 -0.12 0.48 -0.37
N 0.53 1.08 0.10 -0.59
C 1.84 -0.78 0.86 -1.13
C 0.07 -1.16 -0.86 -1.09
C 0.75 -0.25 -0.03 0.96
C -0.92 -0.42 1.01 0.63
C -0.05 1.76 -1.03 -0.72
H 1.80 -1.87 0.98 0.31
H -2.76 0.31 1.14 0.27
H 0.32 -2.21 -0.80 0.32
H -1.09 1.47 -1.30 0.14
H -0.57 -0.83 -1.67 0.27
H 1.79 -0.32 1.84 0.36
H 2.80 -0.52 0.39 0.32
H 0.53 1.58 -1.94 0.31
H -0.08 2.83 -0.82 0.29
H -2.17 0.22 -0.46 0.21

Record 6
22
Properties=species:S:1:pos:R:3:mulliken_charge:R:1 method="wB97M-V/def2-TZVPD" relative_energy_ev=1.5443 gap_ev=9.9 smiles="C=C/C(=C/C)CCC" e_lumo_ev=1.09
C 0.99 0.44 2.97 -1.38
C -0.25 0.36 -1.81 -0.33
C -1.65 -2.04 -0.52 -0.78
C 0.01 -0.30 -0.68 0.40
C -0.35 -1.77 -0.58 -0.42
C -0.09 1.81 -2.08 -1.20
C 0.88 0.22 0.43 -0.95
C 0.24 0.75 1.69 -0.07
H -2.04 -3.05 -0.48 0.29
H -1.01 2.15 -2.57 0.37
H 1.68 0.83 0.01 0.45
H 0.84 2.01 -2.61 0.29
H 0.49 0.86 3.84 0.37
H 0.47 -2.48 -0.54 0.36
H -0.60 -0.28 -2.62 0.42
H 2.00 0.86 2.98 0.32
H -2.35 -1.24 -0.68 0.29
H 0.11 1.84 1.61 0.26
H 1.12 -0.63 3.09 0.37
H -0.74 0.28 1.82 0.29
H 1.50 -0.66 0.75 0.38
H -0.09 2.39 -1.14 0.27

| no. | maximum force (eV Å⁻¹) | E (eV) |
| --- | --- | --- |
| 1 | 0.64 | -75798.9699 |
| 2 | 2.53 | -85919.5677 |
| 3 | 3.43 | -39976.0488 |
| 4 | 0.94 | -134991.7044 |
| 5 | 1.34 | -10371.5240 |
| 6 | 2.20 | -8521.5354 |